DFT (ωB97M-V with the def2-TZVPD basis set) results for a 2-piece molecular cluster, C7H17NO3P overall.

Results
Kohn-Sham gap (spin up / spin down)	7.1075 / 7.1080	eV
E_LUMO (spin up / spin down)	3.532 / 3.532	eV
HOMO (spin up / spin down)	-0.13141 / -0.13143	Ha
net charge	-1
relative energy (zero: lowest compared OMol25 entry of this formula, charge and spin)	180.9	kJ/mol

Bonds (Å) are listed after each position.
Atoms and positions in Å:
1 C -1.28 -1.85 1.48  C5 1.575, H13 1.097, H14 1.063, H15 1.092
2 C 2.31 1.23 -1.80  C6 1.518, H16 1.189, H17 1.045, H18 1.093
3 C -1.00 0.59 -1.54  N8 1.420, H19 1.160, H20 1.128, H21 1.086
4 C -1.58 1.36 0.73  N8 1.522, H22 1.087, H23 1.123, H24 1.073
5 C -0.06 -1.75 0.49  C1 1.575, H25 1.061, H26 1.037
6 C 1.80 0.22 -0.79  C2 1.518, C7 1.504, H27 1.153, H28 1.061
7 C 0.67 0.42 0.19  C6 1.504, N8 1.394, P12 1.944
8 N -0.50 1.02 -0.29  C3 1.420, C4 1.522, C7 1.394
9 O 2.82 0.71 1.89  P12 1.506
10 O 0.97 2.56 1.98  P12 1.517
11 O 0.51 0.25 3.09  P12 1.722, H29 0.943
12 P 1.37 1.10 1.87  C7 1.944, O9 1.506, O10 1.517, O11 1.722
13 H -0.98 -1.50 2.47  C1 1.097
14 H -2.12 -1.31 1.10  C1 1.063
15 H -1.61 -2.87 1.68  C1 1.092
16 H 1.56 1.39 -2.71  C2 1.189
17 H 2.74 2.12 -1.43  C2 1.045
18 H 3.22 0.78 -2.19  C2 1.093
19 H -1.34 -0.52 -1.60  C3 1.160
20 H -1.89 1.23 -1.79  C3 1.128
21 H -0.25 0.59 -2.33  C3 1.086
22 H -1.09 1.79 1.59  C4 1.087
23 H -2.12 2.27 0.35  C4 1.123
24 H -2.28 0.56 0.87  C4 1.073
25 H 0.88 -2.10 0.82  C5 1.061
26 H -0.24 -2.11 -0.47  C5 1.037
27 H 2.61 -0.03 -0.01  C6 1.153
28 H 1.61 -0.67 -1.32  C6 1.061
29 H 0.98 -0.52 2.82  O11 0.943

DFT (ωB97M-V with the def2-TZVPD basis set) results for a 28-piece molecular cluster, C20H90N3O31S overall.

Results
Kohn-Sham gap (spin up / spin down)	7.3502 / 8.0920	eV
E_LUMO (spin up / spin down)	-1.114 / -1.113	eV
HOMO (spin up / spin down)	-0.31104 / -0.33828	Ha
net charge	0
<S²>	0.75
2S+1	2

Bonds (Å) are listed after each position.
Atoms and positions in Å:
1 C -0.08 -4.55 0.22  C2 1.641, H29 1.170, H30 1.179, H31 1.175
2 C -1.04 -3.65 1.20  C1 1.641, O3 1.471, H32 1.193, H33 1.172
3 O -2.47 -3.90 0.97  C2 1.471, C4 1.471
4 C -2.95 -3.30 -0.29  O3 1.471, C5 1.654, H34 1.194, H35 1.170
5 C -3.77 -1.93 0.13  C4 1.654, O6 1.479, H36 1.171, H37 1.193
6 O -2.82 -0.96 0.71  C5 1.479, C7 1.491
7 C -1.98 -0.35 -0.37  O6 1.491, C8 1.656, H38 1.170, H39 1.194
8 C -1.87 1.30 -0.25  C7 1.656, C9 1.669, C19 1.638, C28 1.643
9 C -1.00 1.98 -1.50  C8 1.669, C10 1.633, H40 1.194, H41 1.194
10 C -0.54 0.92 -2.65  C9 1.633, C11 1.633, H42 1.194, H43 1.195
11 C 0.78 0.01 -2.31  C10 1.633, C12 1.634, H44 1.182, H45 1.185
12 C 1.53 0.35 -0.90  C11 1.634, S13 1.911, H46 1.170, H47 1.182
13 S 3.23 -0.53 -0.98  C12 1.911, C14 1.911
14 C 4.37 0.62 0.03  S13 1.911, N15 1.525, O18 1.492
15 N 5.89 0.62 0.13  C14 1.525, N16 1.407
16 N 6.18 1.71 0.97  N15 1.407, C17 1.515
17 C 4.94 2.43 1.44  N16 1.515, O18 1.472, H48 1.171
18 O 3.79 1.73 0.85  C14 1.492, C17 1.472
19 C -1.14 1.83 1.12  C8 1.638, C20 1.629, H49 1.187, H50 1.194
20 C -2.01 1.72 2.49  C19 1.629, C21 1.673, C22 1.673, N23 1.506
21 C -1.58 3.04 3.41  C20 1.673, H51 1.170, H52 1.170, H53 1.194
22 C -1.42 0.41 3.35  C20 1.673, H54 1.193, H55 1.170, H56 1.174
23 N -3.50 1.55 2.33  C20 1.506, O24 1.345, C25 1.510
24 O -4.16 1.81 3.47  N23 1.345
25 C -4.06 2.28 1.13  N23 1.510, C26 1.672, C27 1.673, C28 1.638
26 C -4.12 3.94 1.32  C25 1.672, H57 1.170, H58 1.194, H59 1.181
27 C -5.67 1.82 1.05  C25 1.673, H60 1.171, H61 1.179, H62 1.194
28 C -3.41 1.86 -0.31  C8 1.643, C25 1.638, H63 1.194, H64 1.170
29 H -0.41 -4.50 -0.90  C1 1.170
30 H -0.16 -5.67 0.59  C1 1.179
31 H 1.01 -4.10 0.30  C1 1.175
32 H -0.83 -3.97 2.33  C2 1.193
33 H -0.71 -2.53 1.11  C2 1.172
34 H -3.77 -4.05 -0.72  C4 1.194
35 H -2.13 -3.14 -1.10  C4 1.170
36 H -4.45 -1.50 -0.72  C5 1.171
37 H -4.52 -2.26 1.00  C5 1.193
38 H -0.95 -0.91 -0.33  C7 1.170
39 H -2.60 -0.56 -1.37  C7 1.194
40 H -1.66 2.81 -2.06  C9 1.194
41 H -0.10 2.60 -1.03  C9 1.194
42 H -1.43 0.22 -3.04  C10 1.194
43 H -0.25 1.57 -3.61  C10 1.195
44 H 0.47 -1.13 -2.34  C11 1.182
45 H 1.56 0.15 -3.19  C11 1.185
46 H 1.02 -0.07 0.06  C12 1.170
47 H 1.78 1.50 -0.86  C12 1.182
48 H 4.78 3.38 2.11  C17 1.171
49 H -0.08 1.32 1.33  C19 1.187
50 H -0.90 2.98 0.96  C19 1.194
51 H -1.80 4.06 2.88  C21 1.170
52 H -2.01 3.00 4.50  C21 1.170
53 H -0.40 2.98 3.52  C21 1.194
54 H -0.71 0.83 4.21  C22 1.193
55 H -0.81 -0.32 2.67  C22 1.170
56 H -2.30 -0.14 3.91  C22 1.174
57 H -3.40 4.50 0.59  C26 1.170
58 H -5.22 4.29 1.05  C26 1.194
59 H -3.98 4.22 2.46  C26 1.181
60 H -6.15 2.03 0.00  C27 1.171
61 H -6.30 2.24 1.95  C27 1.179
62 H -5.65 0.64 1.20  C27 1.194
63 H -4.08 0.98 -0.74  C28 1.194
64 H -3.58 2.77 -1.04  C28 1.170
65 O 0.37 4.64 -1.63  H66 0.969, H67 0.969
66 H 0.45 5.28 -0.90  O65 0.969
67 H 1.29 4.38 -1.81  O65 0.969
68 O 1.82 -3.00 -2.74  H69 0.969, H70 0.969
69 H 2.30 -2.17 -2.60  O68 0.969
70 H 2.48 -3.60 -3.12  O68 0.969
71 O 3.32 -3.44 -5.12  H72 0.969, H73 0.969
72 H 2.70 -3.70 -5.82  O71 0.969
73 H 4.18 -3.43 -5.57  O71 0.969
74 O 4.16 -2.03 -7.47  H75 0.969, H76 0.969
75 H 3.27 -1.65 -7.46  O74 0.969
76 H 4.58 -1.62 -8.24  O74 0.969
77 O -1.31 1.30 6.72  H78 0.969, H79 0.969
78 H -1.75 1.04 7.53  O77 0.969
79 H -2.03 1.44 6.09  O77 0.969
80 O 8.29 1.68 3.12  H81 0.969, H82 0.969
81 H 7.85 1.42 3.94  O80 0.969
82 H 7.57 1.82 2.49  O80 0.969
83 O -6.56 2.62 -1.93  H84 0.969, H85 0.969
84 H -6.50 3.58 -1.92  O83 0.969
85 H -7.33 2.43 -2.49  O83 0.969
86 O -2.34 6.00 2.26  H87 0.969, H88 0.969
87 H -1.85 6.83 2.13  O86 0.969
88 H -3.09 6.26 2.83  O86 0.969
89 O -1.20 -7.84 1.22  H90 0.969, H91 0.969
90 H -1.58 -7.08 0.76  O89 0.969
91 H -0.90 -7.49 2.07  O89 0.969
92 O 1.11 -1.56 3.44  H93 0.969, H94 0.969
93 H 1.33 -2.34 3.98  O92 0.969
94 H 1.97 -1.25 3.11  O92 0.969
95 O 6.59 5.62 1.10  H96 0.969, H97 0.969
96 H 6.49 4.66 1.14  O95 0.969
97 H 7.54 5.76 1.20  O95 0.969
98 O -3.92 -1.97 4.35  H99 0.969, H100 0.969
99 H -3.70 -1.79 5.28  O98 0.969
100 H -4.17 -1.11 4.00  O98 0.969
101 O 8.10 -1.66 0.75  H102 0.969, H103 0.969
102 H 7.72 -0.89 0.29  O101 0.969
103 H 8.40 -1.30 1.60  O101 0.969
104 O 5.77 3.30 -2.15  H105 0.969, H106 0.969
105 H 5.62 2.55 -2.75  O104 0.969
106 H 5.63 2.92 -1.27  O104 0.969
107 O -2.57 3.78 6.64  H108 0.969, H109 0.969
108 H -2.81 4.25 7.45  O107 0.969
109 H -1.90 3.15 6.92  O107 0.969
110 O 5.86 -3.60 -4.23  H111 0.969, H112 0.969
111 H 6.28 -4.33 -3.75  O110 0.969
112 H 5.78 -2.90 -3.56  O110 0.969
113 O -2.63 7.29 -0.32  H114 0.969, H115 0.969
114 H -2.78 6.54 -0.93  O113 0.969
115 H -2.77 6.91 0.56  O113 0.969
116 O 0.81 -1.69 -5.35  H117 0.969, H118 0.969
117 H 1.03 -2.46 -4.81  O116 0.969
118 H 1.67 -1.38 -5.67  O116 0.969
119 O 10.86 -2.60 -0.79  H120 0.969, H121 0.969
120 H 11.35 -1.77 -0.93  O119 0.969
121 H 10.11 -2.34 -0.23  O119 0.969
122 O 3.67 -5.50 -2.53  H123 0.969, H124 0.969
123 H 3.52 -6.24 -3.14  O122 0.969
124 H 3.53 -5.88 -1.65  O122 0.969
125 O 1.36 -3.39 5.73  H126 0.969, H127 0.969
126 H 1.78 -4.12 6.21  O125 0.969
127 H 1.28 -2.69 6.40  O125 0.969
128 O 2.69 4.86 0.78  H129 0.969, H130 0.969
129 H 2.59 3.89 0.82  O128 0.969
130 H 3.64 5.00 0.88  O128 0.969
131 O 0.66 -4.03 -6.48  H132 0.969, H133 0.969
132 H 0.21 -4.30 -5.67  O131 0.969
133 H -0.06 -3.90 -7.11  O131 0.969
134 O -3.61 -5.10 -3.01  H135 0.969, H136 0.969
135 H -3.71 -6.06 -2.98  O134 0.969
136 H -2.66 -4.95 -2.92  O134 0.969
137 O -6.69 -3.16 4.47  H138 0.969, H139 0.969
138 H -6.47 -3.93 5.01  O137 0.969
139 H -5.83 -2.84 4.15  O137 0.969
140 O -6.09 3.82 -4.29  H141 0.969, H142 0.969
141 H -5.87 3.04 -3.75  O140 0.969
142 H -5.23 4.13 -4.62  O140 0.969
143 O -2.94 -2.99 -5.45  H144 0.969, H145 0.969
144 H -3.39 -3.26 -4.63  O143 0.969
145 H -3.66 -2.86 -6.08  O143 0.969

DFT (ωB97M-V with the def2-TZVPD basis set) results for C5H7NO in the gas phase.

Results
Kohn-Sham gap	10.3982	eV
E_LUMO	0.999	eV
structure (SMILES)	C[C@]12N[C@H]1CC2=O
HOMO	-0.34540	Ha
net charge	0
relative energy (zero: lowest compared OMol25 entry of this formula, charge and spin)	227.9	kJ/mol

Bonds (Å) are listed after each position.
Atoms and positions in Å:
1 C -1.93 0.11 0.09  C2 1.502, H8 1.095, H9 1.091, H10 1.093
2 C -0.46 -0.11 -0.10  C1 1.502, N3 1.452, C4 1.499, C6 1.553
3 N 0.10 -1.08 0.82  C2 1.452, C4 1.440, H11 1.006
4 C 0.65 0.25 0.84  C2 1.499, N3 1.440, C5 1.523, H12 1.080
5 C 1.65 0.54 -0.27  C4 1.523, C6 1.535, H13 1.091, H14 1.103
6 C 0.63 -0.13 -1.21  C2 1.553, C5 1.535, O7 1.198
7 O 0.73 -0.64 -2.29  C6 1.198
8 H -2.31 1.13 -0.02  C1 1.095
9 H -2.05 -0.18 1.14  C1 1.091
10 H -2.54 -0.56 -0.52  C1 1.093
11 H 0.58 -1.87 0.43  N3 1.006
12 H 0.57 0.79 1.77  C4 1.080
13 H 2.66 0.15 -0.23  C5 1.091
14 H 1.71 1.63 -0.46  C5 1.103